DFT (the ωB97M-V functional and the def2-TZVPD basis) results for a 9-piece molecular cluster, C49H88N16O3 overall at a distorted geometry.

Properties
E_tot = -82165.4930 eV
highest occupied orbital energy = -0.68152 Ha
charge = +6
ΔE to the lowest compared entry with this formula, charge and spin = 0.0 kJ/mol
LUMO level = -0.40732 Ha

Each atom is followed by the atoms it is bonded to, with distances in Å.
Geometry (Å):
1 C 0.42 -0.07 0.09  O2 1.287, O3 1.309, O4 1.302
2 O 0.98 -0.99 -0.61  C1 1.287
3 O 0.48 -0.16 1.40  C1 1.309
4 O -0.12 0.98 -0.44  C1 1.302
5 C 3.68 -2.56 8.53  C6 1.530, H13 1.088, H14 1.091, H15 1.090
6 C 2.67 -3.64 8.13  C5 1.530, N7 1.473, H16 1.088, H17 1.089
7 N 1.81 -3.22 7.01  C6 1.473, C8 1.372, C11 1.332
8 C 0.66 -2.48 7.17  N7 1.372, C9 1.358, H18 1.078
9 C 0.10 -2.33 5.95  C8 1.358, N10 1.381, H19 1.074
10 N 0.90 -3.04 5.07  C9 1.381, C11 1.327, C12 1.467
11 C 1.90 -3.58 5.74  N7 1.332, N10 1.327, H20 1.078
12 C 0.63 -3.09 3.63  N10 1.467, H21 1.102, H22 1.086, H23 1.083
13 H 4.50 -2.98 9.11  C5 1.088
14 H 3.24 -1.83 9.22  C5 1.091
15 H 4.06 -2.08 7.63  C5 1.090
16 H 2.03 -3.92 8.96  C6 1.088
17 H 3.24 -4.52 7.83  C6 1.089
18 H 0.33 -2.28 8.18  C8 1.078
19 H -0.81 -1.84 5.64  C9 1.074
20 H 2.68 -4.25 5.38  C11 1.078
21 H 0.74 -2.09 3.18  C12 1.102
22 H -0.44 -3.25 3.50  C12 1.086
23 H 1.30 -3.78 3.13  C12 1.083
24 C -3.60 -2.05 -6.69  C25 1.525, H32 1.089, H33 1.092, H34 1.086
25 C -2.28 -2.11 -5.93  C24 1.525, N26 1.468, H35 1.092, H36 1.091
26 N -2.46 -1.97 -4.48  C25 1.468, C27 1.379, C30 1.321
27 C -2.09 -2.81 -3.45  N26 1.379, C28 1.345, H37 1.077
28 C -2.42 -2.23 -2.29  C27 1.345, N29 1.388, H38 1.076
29 N -2.99 -1.00 -2.60  C28 1.388, C30 1.324, C31 1.474
30 C -2.93 -0.87 -3.91  N26 1.321, N29 1.324, H39 1.079
31 C -3.25 0.13 -1.68  N29 1.474, H40 1.089, H41 1.086, H42 1.085
32 H -4.11 -1.11 -6.47  C24 1.089
33 H -4.26 -2.84 -6.33  C24 1.092
34 H -3.41 -2.25 -7.74  C24 1.086
35 H -1.55 -1.37 -6.26  C25 1.092
36 H -1.80 -3.07 -6.16  C25 1.091
37 H -1.65 -3.78 -3.63  C27 1.077
38 H -2.27 -2.46 -1.25  C28 1.076
39 H -3.16 0.07 -4.39  C30 1.079
40 H -3.11 -0.24 -0.67  C31 1.089
41 H -4.30 0.39 -1.77  C31 1.086
42 H -2.49 0.88 -1.85  C31 1.085
43 C 4.44 -0.43 -2.51  C44 1.511, H51 1.093, H52 1.096, H53 1.086
44 C 4.94 -1.24 -1.33  C43 1.511, N45 1.473, H54 1.094, H55 1.087
45 N 4.70 -0.55 -0.05  C44 1.473, C46 1.377, C49 1.321
46 C 5.47 0.47 0.48  N45 1.377, C47 1.347, H56 1.078
47 C 5.02 0.71 1.73  C46 1.347, N48 1.389, H57 1.077
48 N 3.97 -0.16 1.95  C47 1.389, C49 1.323, C50 1.456
49 C 3.76 -0.84 0.84  N45 1.321, N48 1.323, H58 1.080
50 C 3.24 -0.39 3.20  N48 1.456, H59 1.090, H60 1.087, H61 1.083
51 H 4.94 0.54 -2.52  C43 1.093
52 H 3.38 -0.21 -2.35  C43 1.096
53 H 4.63 -0.91 -3.47  C43 1.086
54 H 6.03 -1.32 -1.33  C44 1.094
55 H 4.60 -2.26 -1.26  C44 1.087
56 H 6.37 0.87 0.05  C46 1.078
57 H 5.39 1.32 2.53  C47 1.077
58 H 2.98 -1.57 0.74  C49 1.080
59 H 2.46 0.37 3.31  C50 1.090
60 H 3.93 -0.34 4.04  C50 1.087
61 H 2.75 -1.35 3.11  C50 1.083
62 C -4.21 7.31 0.48  C63 1.527, H70 1.088, H71 1.091, H72 1.088
63 C -2.76 7.00 0.84  C62 1.527, N64 1.466, H73 1.090, H74 1.092
64 N -2.17 5.99 -0.04  C63 1.466, C65 1.387, C68 1.321
65 C -2.49 4.64 -0.05  N64 1.387, C66 1.345, H75 1.075
66 C -1.68 4.05 -0.95  C65 1.345, N67 1.378, H76 1.079
67 N -0.92 5.04 -1.54  C66 1.378, C68 1.332, C69 1.462
68 C -1.20 6.18 -0.92  N64 1.321, N67 1.332, H77 1.080
69 C 0.12 4.83 -2.55  N67 1.462, H78 1.087, H79 1.087, H80 1.089
70 H -4.84 6.42 0.49  C62 1.088
71 H -4.23 7.78 -0.51  C62 1.091
72 H -4.61 8.07 1.15  C62 1.088
73 H -2.62 6.77 1.89  C63 1.090
74 H -2.19 7.92 0.69  C63 1.092
75 H -3.27 4.23 0.57  C65 1.075
76 H -1.58 3.01 -1.23  C66 1.079
77 H -0.77 7.15 -1.14  C68 1.080
78 H 0.45 3.79 -2.52  C69 1.087
79 H 0.91 5.54 -2.33  C69 1.087
80 H -0.30 5.03 -3.54  C69 1.089
81 C -0.60 1.63 -8.14  C82 1.530, H89 1.086, H90 1.088, H91 1.090
82 C -0.32 2.14 -6.72  C81 1.530, N83 1.481, H92 1.089, H93 1.092
83 N 0.05 1.05 -5.79  C82 1.481, C84 1.377, C87 1.319
84 C -0.16 1.06 -4.43  N83 1.377, C85 1.355, H94 1.077
85 C 0.58 0.07 -3.88  C84 1.355, N86 1.382, H95 1.093
86 N 1.09 -0.64 -4.94  C85 1.382, C87 1.327, C88 1.450
87 C 0.85 0.03 -6.06  N83 1.319, N86 1.327, H96 1.079
88 C 1.74 -1.94 -4.85  N86 1.450, H97 1.093, H98 1.091, H99 1.085
89 H -1.15 0.69 -8.15  C81 1.086
90 H 0.33 1.59 -8.69  C81 1.088
91 H -1.19 2.42 -8.61  C81 1.090
92 H -1.13 2.69 -6.25  C82 1.089
93 H 0.50 2.86 -6.77  C82 1.092
94 H -0.66 1.83 -3.87  C84 1.077
95 H 0.60 -0.30 -2.85  C85 1.093
96 H 1.32 -0.21 -7.00  C87 1.079
97 H 1.77 -2.19 -3.78  C88 1.093
98 H 2.80 -1.92 -5.09  C88 1.091
99 H 1.20 -2.71 -5.38  C88 1.085
100 C 4.00 3.55 -2.78  C101 1.532, H108 1.087, H109 1.090, H110 1.094
101 C 4.04 3.27 -1.28  C100 1.532, N102 1.452, H111 1.093, H112 1.086
102 N 3.08 4.00 -0.47  C101 1.452, C103 1.374, C106 1.334
103 C 3.19 5.35 -0.22  N102 1.374, C104 1.346, H113 1.078
104 C 2.21 5.68 0.64  C103 1.346, N105 1.379, H114 1.077
105 N 1.50 4.53 0.87  C104 1.379, C106 1.329, C107 1.454
106 C 1.98 3.54 0.13  N102 1.334, N105 1.329, H115 1.093
107 C 0.46 4.40 1.89  N105 1.454, H116 1.088, H117 1.089, H118 1.090
108 H 4.62 2.83 -3.31  C100 1.087
109 H 4.38 4.54 -3.01  C100 1.090
110 H 2.97 3.52 -3.16  C100 1.094
111 H 5.04 3.60 -0.99  C101 1.093
112 H 4.00 2.20 -1.08  C101 1.086
113 H 4.01 5.95 -0.57  C103 1.078
114 H 1.93 6.62 1.08  C104 1.077
115 H 1.55 2.54 0.13  C106 1.093
116 H 0.89 4.61 2.87  C107 1.088
117 H 0.03 3.40 1.83  C107 1.089
118 H -0.37 5.09 1.77  C107 1.090
119 C 2.26 -4.41 -0.80  C120 1.539, H127 1.090, H128 1.086, H129 1.091
120 C 0.88 -4.33 -1.48  C119 1.539, N121 1.456, H130 1.089, H131 1.090
121 N -0.19 -4.59 -0.53  C120 1.456, C122 1.367, C125 1.334
122 C -0.51 -3.74 0.50  N121 1.367, C123 1.361, H132 1.087
123 C -1.53 -4.34 1.18  C122 1.361, N124 1.381, H133 1.076
124 N -1.81 -5.53 0.55  C123 1.381, C125 1.330, C126 1.464
125 C -0.99 -5.66 -0.49  N121 1.334, N124 1.330, H134 1.080
126 C -2.87 -6.50 0.86  N124 1.464, H135 1.093, H136 1.085, H137 1.086
127 H 2.24 -3.86 0.14  C119 1.090
128 H 3.04 -4.02 -1.45  C119 1.086
129 H 2.47 -5.46 -0.59  C119 1.091
130 H 0.90 -5.08 -2.27  C120 1.089
131 H 0.76 -3.33 -1.89  C120 1.090
132 H -0.07 -2.78 0.75  C122 1.087
133 H -2.12 -4.08 2.05  C123 1.076
134 H -0.80 -6.57 -1.03  C125 1.080
135 H -2.42 -7.40 1.28  C126 1.093
136 H -3.39 -6.79 -0.05  C126 1.085
137 H -3.54 -6.16 1.63  C126 1.086
138 C -5.35 -2.96 4.37  C139 1.509, H146 1.094, H147 1.091, H148 1.090
139 C -5.67 -1.59 3.84  C138 1.509, N140 1.480, H149 1.089, H150 1.089
140 N -4.47 -0.72 3.73  C139 1.480, C141 1.393, C144 1.317
141 C -3.52 -0.83 2.72  N140 1.393, C142 1.348, H151 1.075
142 C -2.57 0.10 2.97  C141 1.348, N143 1.391, H152 1.090
143 N -2.88 0.67 4.20  C142 1.391, C144 1.322, C145 1.468
144 C -4.03 0.16 4.60  N140 1.317, N143 1.322, H153 1.080
145 C -2.17 1.83 4.73  N143 1.468, H154 1.089, H155 1.084, H156 1.088
146 H -6.30 -3.49 4.49  C138 1.094
147 H -4.94 -2.95 5.38  C138 1.091
148 H -4.76 -3.62 3.73  C138 1.090
149 H -6.36 -1.05 4.49  C139 1.089
150 H -6.14 -1.64 2.86  C139 1.089
151 H -3.56 -1.65 2.03  C141 1.075
152 H -1.63 0.36 2.49  C142 1.090
153 H -4.51 0.44 5.53  C144 1.080
154 H -2.41 2.70 4.12  C145 1.089
155 H -1.11 1.60 4.71  C145 1.084
156 H -2.55 2.09 5.72  C145 1.088